{"formula": "C4H15N3O", "method": "ωB97M-V/def2-TZVPD", "charge": 2, "multiplicity": 1, "e_above_lowest_kcal_mol": 86.7, "orbital_gap_ev": 8.9, "lumo_energy_ev": -6.84, "elements": ["C", "C", "C", "C", "N", "N", "N", "H", "H", "H", "H", "H", "H", "H", "H", "H", "H", "H", "H", "H", "H", "H", "O"], "coordinates": [[0.458, -1.400, 1.285], [0.406, 0.164, 1.119], [0.902, 0.627, -0.188], [1.869, 0.135, -1.108], [1.688, 0.255, -2.456], [-0.056, 1.706, -0.691], [-0.802, -2.154, 0.932], [1.316, -1.931, 0.840], [0.771, -1.524, 2.282], [-0.576, 0.619, 1.452], [0.916, 0.539, 2.026], [2.670, -0.595, -0.752], [2.506, -0.065, -3.023], [1.087, 0.926, -2.847], [0.240, 1.899, -1.632], [0.348, 2.515, -0.148], [-1.124, 1.519, -0.597], [-1.159, -1.658, 0.052], [-0.638, -3.179, 0.529], [-1.643, -2.220, 1.622], [-3.131, 1.744, 1.029], [-3.489, 1.016, -0.152], [-2.561, 1.062, 0.426]], "forces_ev_per_a": [[0.7, 0.6, 0.4], [0.1, -1.0, 2.0], [0.7, -0.5, -2.4], [-2.8, -0.4, 2.3], [3.2, -1.4, 0.5], [1.4, 0.1, 0.6], [-1.7, -1.5, -2.2], [-0.6, 0.6, -0.8], [-0.7, -0.7, 1.7], [0.6, -0.9, -1.2], [0.8, -0.2, -0.6], [-1.2, 1.2, -0.6], [-1.3, 0.8, 0.4], [-0.4, 0.6, -0.8], [-0.5, 0.5, -0.6], [-1.6, -0.4, -0.6], [1.6, 0.5, 0.3], [0.1, -0.8, 1.5], [-0.1, 2.4, 1.5], [2.1, 0.4, -1.1], [2.8, -1.9, -1.1], [3.6, -0.7, 1.2], [-6.5, 2.5, -0.4]], "lowdin_charge": [-0.1350, -0.1535, -0.2349, -0.0756, 0.0983, 0.1941, 0.1585, 0.1391, 0.1120, 0.1233, 0.1344, 0.1653, 0.1535, 0.0771, 0.1199, 0.2022, 0.1457, 0.1793, 0.2316, 0.2205, 0.1610, 0.1705, -0.1872]}